{"formula": "C67H151N8O13", "method": "ωB97M-V/def2-TZVPD", "energy_ev": -110427.8340, "max_force_ev_per_a": 10.7, "e_homo_ev": -10.258, "orbital_gap_ha": 0.04859, "total_charge": 3, "symbols": ["C", "C", "C", "N", "C", "C", "C", "C", "C", "C", "H", "H", "H", "H", "H", "H", "H", "H", "H", "H", "H", "H", "H", "H", "H", "H", "H", "H", "H", "H", "C", "C", "C", "N", "C", "C", "C", "C", "C", "C", "H", "H", "H", "H", "H", "H", "H", "H", "H", "H", "H", "H", "H", "H", "H", "H", "H", "H", "H", "H", "C", "C", "C", "N", "C", "C", "C", "C", "C", "C", "H", "H", "H", "H", "H", "H", "H", "H", "H", "H", "H", "H", "H", "H", "H", "H", "H", "H", "H", "H", "C", "C", "C", "N", "C", "C", "C", "C", "C", "C", "H", "H", "H", "H", "H", "H", "H", "H", "H", "H", "H", "H", "H", "H", "H", "H", "H", "H", "H", "H", "C", "C", "C", "N", "C", "C", "C", "C", "C", "C", "H", "H", "H", "H", "H", "H", "H", "H", "H", "H", "H", "H", "H", "H", "H", "H", "H", "H", "H", "H", "C", "C", "C", "O", "C", "N", "H", "H", "H", "H", "H", "H", "H", "H", "H", "H", "H", "H", "C", "C", "C", "O", "C", "N", "H", "H", "H", "H", "H", "H", "H", "H", "H", "H", "H", "H", "C", "C", "C", "O", "C", "N", "H", "H", "H", "H", "H", "H", "H", "H", "H", "H", "H", "H", "C", "C", "O", "O", "H", "H", "H", "C", "C", "O", "O", "H", "H", "H", "C", "C", "O", "O", "H", "H", "H", "C", "C", "O", "O", "H", "H", "H", "C", "C", "O", "O", "H", "H", "H"], "xyz": [[14.06, 32.54, 17.55], [14.98, 31.60, 16.70], [14.24, 31.03, 15.44], [14.99, 30.57, 14.21], [14.01, 29.96, 13.22], [13.40, 28.66, 13.59], [14.03, 27.85, 14.46], [15.39, 28.19, 14.96], [15.88, 29.54, 14.57], [15.76, 31.85, 13.62], [14.10, 33.56, 17.17], [14.61, 32.54, 18.56], [13.05, 32.19, 17.74], [15.18, 30.73, 17.30], [15.86, 32.17, 16.45], [13.68, 31.83, 15.00], [13.61, 30.16, 15.72], [13.35, 30.79, 13.06], [14.53, 29.74, 12.33], [12.43, 28.56, 14.22], [12.80, 28.04, 12.92], [13.43, 27.24, 15.19], [17.64, 25.00, 23.07], [16.20, 27.40, 15.10], [18.45, 21.82, 12.76], [16.71, 29.74, 15.19], [16.59, 29.28, 13.83], [16.34, 31.59, 12.74], [16.42, 32.04, 14.46], [15.02, 32.64, 13.44], [22.91, 19.27, 9.62], [24.23, 19.88, 9.11], [25.04, 18.72, 8.63], [26.48, 18.93, 8.14], [26.74, 17.61, 7.45], [28.21, 17.58, 6.95], [28.37, 18.69, 5.90], [27.99, 20.09, 6.33], [26.64, 20.01, 7.09], [27.37, 19.22, 9.37], [22.33, 18.86, 8.80], [22.22, 19.90, 10.11], [23.17, 18.44, 10.31], [24.78, 20.12, 10.00], [24.12, 20.68, 8.43], [24.54, 18.19, 7.81], [25.22, 18.09, 9.53], [26.18, 17.56, 6.57], [26.46, 16.83, 8.14], [28.32, 16.63, 6.45], [29.05, 17.58, 7.72], [27.81, 18.31, 5.03], [29.43, 18.68, 5.61], [27.91, 20.80, 5.46], [28.85, 20.44, 6.89], [25.93, 19.75, 6.33], [26.27, 20.98, 7.48], [28.37, 18.90, 9.15], [27.02, 18.75, 10.25], [27.40, 20.29, 9.30], [9.64, 16.44, 14.62], [10.77, 17.44, 14.45], [11.45, 17.69, 15.80], [12.97, 18.09, 15.84], [13.39, 18.21, 17.32], [13.38, 16.80, 17.97], [14.23, 15.77, 17.18], [13.80, 15.74, 15.73], [13.89, 17.14, 15.11], [13.27, 19.39, 15.24], [9.25, 16.16, 13.64], [8.80, 16.74, 15.26], [10.07, 15.50, 15.10], [10.52, 18.36, 14.01], [11.54, 16.96, 13.86], [11.46, 16.75, 16.38], [11.00, 18.45, 16.42], [12.62, 18.87, 17.83], [14.40, 18.66, 17.31], [12.37, 16.38, 17.92], [13.72, 17.03, 18.97], [14.20, 14.78, 17.62], [15.33, 16.10, 17.24], [12.76, 15.30, 15.66], [14.41, 14.99, 15.25], [13.53, 17.13, 14.13], [14.91, 17.50, 15.21], [12.91, 20.23, 15.77], [12.97, 19.37, 14.21], [14.32, 19.43, 15.30], [17.86, 8.47, 16.31], [17.70, 9.98, 16.34], [18.88, 10.64, 17.00], [19.00, 12.15, 17.11], [20.33, 12.51, 17.63], [20.36, 13.92, 18.08], [19.28, 14.43, 19.00], [17.93, 14.08, 18.38], [17.77, 12.60, 17.94], [18.78, 12.77, 15.82], [18.40, 8.21, 17.26], [18.57, 8.16, 15.52], [16.94, 7.93, 16.18], [16.77, 10.26, 16.93], [17.45, 10.32, 15.34], [19.77, 10.22, 16.55], [18.84, 10.24, 18.01], [20.51, 11.79, 18.47], [21.04, 12.27, 16.84], [21.30, 14.18, 18.58], [20.34, 14.64, 17.25], [19.42, 13.96, 19.97], [19.29, 15.54, 19.05], [17.14, 14.31, 19.12], [17.70, 14.79, 17.59], [17.80, 11.91, 18.79], [16.83, 12.53, 17.39], [19.56, 12.44, 15.11], [18.90, 13.85, 15.96], [17.78, 12.63, 15.39], [17.08, 19.97, 12.24], [17.21, 18.58, 12.89], [18.32, 17.75, 12.25], [18.41, 16.30, 12.79], [18.58, 16.05, 14.30], [19.92, 16.56, 14.70], [21.06, 15.84, 13.91], [20.91, 15.97, 12.43], [19.53, 15.49, 12.02], [17.07, 15.70, 12.35], [16.62, 20.72, 12.88], [16.53, 19.95, 11.33], [18.06, 20.40, 11.99], [16.27, 18.11, 12.61], [17.27, 18.56, 14.02], [19.29, 18.17, 12.37], [18.15, 17.55, 11.20], [17.82, 16.53, 14.83], [18.47, 14.96, 14.32], [20.04, 17.63, 14.44], [20.11, 16.41, 15.80], [22.04, 16.19, 14.30], [21.02, 14.74, 14.16], [20.95, 17.04, 12.05], [21.68, 15.47, 11.85], [19.34, 15.63, 10.92], [19.48, 14.52, 12.48], [16.15, 16.01, 12.75], [17.02, 14.59, 12.51], [17.08, 15.72, 11.24], [23.91, 20.37, 15.94], [24.63, 19.41, 16.87], [25.74, 18.65, 16.20], [26.20, 17.78, 17.18], [27.51, 17.33, 17.00], [25.34, 20.17, 17.93], [25.88, 19.46, 18.43], [25.99, 20.82, 17.49], [24.61, 20.58, 18.58], [23.70, 21.31, 16.46], [22.98, 20.00, 15.52], [24.57, 20.43, 15.08], [23.99, 18.72, 17.30], [26.68, 19.24, 15.95], [25.26, 18.11, 15.35], [28.21, 18.13, 16.86], [27.54, 16.62, 16.16], [27.79, 16.80, 17.90], [17.15, 12.01, 9.36], [16.06, 13.06, 9.41], [15.47, 13.12, 7.94], [14.57, 14.14, 7.70], [14.06, 14.45, 6.41], [15.03, 12.56, 10.43], [15.63, 12.48, 11.65], [14.18, 13.09, 10.56], [14.73, 11.58, 10.24], [18.03, 12.45, 8.86], [16.82, 11.08, 8.81], [17.55, 11.70, 10.34], [16.28, 14.10, 9.76], [15.03, 12.16, 7.65], [16.38, 13.28, 7.35], [13.60, 15.41, 6.45], [13.16, 13.87, 6.12], [14.76, 14.43, 5.59], [15.54, 19.26, 8.39], [14.75, 18.35, 9.28], [13.29, 18.53, 8.96], [12.81, 19.74, 9.56], [12.46, 19.52, 10.94], [15.20, 16.96, 8.97], [16.26, 17.02, 8.94], [14.98, 16.23, 9.77], [14.88, 16.50, 8.12], [15.43, 18.94, 7.38], [16.56, 19.09, 8.61], [15.27, 20.30, 8.50], [14.94, 18.41, 10.36], [12.63, 17.69, 9.12], [13.19, 18.81, 7.86], [13.32, 19.31, 11.55], [11.77, 18.68, 10.93], [11.96, 20.37, 11.30], [19.64, 16.78, 7.45], [18.67, 16.39, 8.54], [18.68, 15.28, 9.06], [17.89, 17.30, 9.01], [19.73, 17.88, 7.49], [19.36, 16.33, 6.48], [20.57, 16.25, 7.56], [17.77, 19.39, 18.00], [17.44, 18.08, 17.20], [16.78, 18.10, 16.11], [17.91, 17.06, 17.70], [18.64, 19.19, 18.66], [16.95, 19.57, 18.70], [17.99, 20.27, 17.48], [12.52, 14.85, 12.35], [13.61, 15.72, 11.82], [13.59, 16.92, 12.24], [14.50, 15.24, 11.04], [12.71, 14.55, 13.43], [12.36, 13.85, 11.83], [11.57, 15.35, 12.32], [14.40, 11.18, 13.59], [15.58, 12.18, 13.78], [15.87, 12.70, 14.84], [16.22, 12.44, 12.70], [14.53, 10.46, 12.74], [13.46, 11.71, 13.45], [14.28, 10.50, 14.42], [25.24, 15.99, 11.97], [25.13, 17.47, 12.40], [24.48, 17.70, 13.42], [25.76, 18.35, 11.76], [25.91, 15.82, 11.09], [24.23, 15.70, 11.69], [25.47, 15.40, 12.91]], "lowdin_charge": [-0.074, -0.198, -0.107, -0.244, -0.057, -0.235, -0.134, -0.002, -0.254, 0.111, 0.074, 0.109, 0.075, 0.104, 0.098, 0.118, 0.147, 0.141, 0.140, 0.168, 0.156, 0.143, -0.029, 0.137, 0.166, 0.133, 0.130, 0.112, 0.088, 0.121, -0.066, -0.209, -0.159, -0.228, -0.103, -0.151, -0.203, -0.151, -0.111, 0.078, 0.068, 0.061, 0.085, 0.100, 0.099, 0.137, 0.115, 0.110, 0.133, 0.110, 0.131, 0.126, 0.118, 0.143, 0.112, 0.129, 0.139, 0.085, 0.055, 0.100, -0.086, -0.207, -0.077, -0.241, -0.079, -0.137, -0.175, -0.157, -0.096, 0.004, 0.080, 0.078, 0.098, 0.095, 0.073, 0.097, 0.127, 0.150, 0.128, 0.104, 0.114, 0.108, 0.124, 0.121, 0.100, 0.049, 0.110, 0.099, 0.108, 0.084, -0.086, -0.249, -0.148, -0.260, -0.109, -0.189, -0.178, -0.168, -0.053, -0.023, 0.093, 0.091, 0.077, 0.131, 0.099, 0.140, 0.127, 0.160, 0.143, 0.130, 0.104, 0.114, 0.122, 0.131, 0.079, 0.139, 0.125, 0.128, 0.083, 0.076, -0.131, -0.179, -0.098, -0.180, -0.099, -0.150, -0.189, -0.185, -0.054, 0.000, 0.045, 0.052, -0.022, 0.088, 0.103, 0.102, 0.103, 0.082, 0.111, 0.128, 0.118, 0.110, 0.120, 0.123, 0.113, 0.118, 0.120, 0.067, 0.099, 0.088, -0.005, -0.334, -0.195, -0.209, -0.083, 0.213, 0.161, 0.175, 0.207, 0.090, 0.090, 0.095, 0.144, 0.160, 0.130, 0.082, 0.111, 0.094, -0.062, -0.313, -0.196, -0.197, -0.082, 0.078, 0.086, 0.078, 0.138, 0.087, 0.106, 0.080, 0.121, 0.131, 0.130, 0.066, 0.099, 0.087, -0.034, -0.337, -0.183, -0.174, -0.087, 0.186, 0.090, 0.124, 0.133, 0.085, 0.050, 0.097, 0.134, 0.122, 0.150, 0.054, 0.090, 0.068, -0.013, -0.714, -0.032, -0.129, 0.083, 0.087, 0.063, -0.017, -0.711, -0.118, -0.049, 0.073, 0.064, 0.032, -0.003, -0.651, -0.073, -0.088, 0.084, 0.089, 0.064, 0.015, -0.639, 0.003, -0.022, 0.086, 0.068, 0.065, -0.021, -0.781, -0.070, -0.095, 0.071, 0.046, 0.086]}